Arrangement one

A cluster of 2 separate species, C7H12 in total. Source: OMol25; level of theory: wB97M-V/def2-TZVPD.

```
19
C7H12 wB97M-V/def2-TZVPD
C -2.580 -0.478 0.007
C -1.088 -0.204 0.134
C -0.652 0.602 1.344
C -0.199 1.631 0.622
C -0.534 0.992 -0.709
H -2.822 -0.902 -0.974
H -3.152 0.451 0.128
H -2.918 -1.184 0.774
H -0.508 -1.125 -0.019
H -0.706 0.401 2.412
H 0.264 2.581 0.876
H 0.324 0.739 -1.344
H -1.288 1.514 -1.312
C 2.638 -1.454 -0.407
C 2.724 -0.182 -0.034
H 3.199 -1.845 -1.253
H 2.007 -2.162 0.126
H 3.356 0.527 -0.566
H 2.155 0.208 0.807
```

Summary:
HOMO: -0.3451 Ha
Total charge: 0
SMILES: C[C@@H]1C=CC1.C=C
HOMO-LUMO gap: 10.6 eV

Here are the natural (NBO) charges for atoms 1 to 2, given in e:
1 C -0.605
2 C -0.235

=====

Arrangement two

A cluster of 3 separate species, C7H12 in total. Source: OMol25; level of theory: wB97M-V/def2-TZVPD.

```
19
C7H12 wB97M-V/def2-TZVPD
C -2.096 -0.392 0.929
C -1.306 -0.636 -0.335
C -0.275 0.392 -1.152
C 0.850 1.174 -0.829
C 1.382 0.901 0.560
C 0.947 -0.568 0.774
C 0.100 -0.898 -0.480
H -2.976 0.220 0.708
H -2.451 -1.352 1.325
H -1.519 0.109 1.709
H -1.946 -0.941 -1.162
H -0.587 0.384 -2.191
H 1.816 -0.148 -1.529
H 1.121 2.070 -1.383
H 2.469 1.012 0.609
H 0.957 1.602 1.294
H 0.391 -0.703 1.706
H 1.806 -1.241 0.821
H 1.318 -0.985 -1.373
```

Summary:
HOMO: -0.2936 Ha
Total charge: 0
HOMO-LUMO gap: 8.6 eV

Here are the natural (NBO) charges for atoms 1 to 2, given in e:
1 C -0.644
2 C -0.099

=====

Arrangement three

The molecule C7H12. Source: OMol25; level of theory: wB97M-V/def2-TZVPD.

```
19
C7H12 wB97M-V/def2-TZVPD
C 2.118 -0.875 1.064
C 1.019 -0.059 1.043
C -0.217 -0.193 0.256
C 0.178 0.743 -0.707
C 1.347 0.576 -1.705
C -1.630 -0.224 0.795
C -2.566 -0.157 -0.430
H 2.209 -1.562 0.254
H 2.870 -0.800 1.829
H 0.900 0.708 1.808
H -0.131 1.808 -0.634
H 1.036 0.079 -2.633
H 1.784 1.545 -1.969
H 2.118 -0.009 -1.248
H -1.772 0.605 1.513
H -1.695 -1.198 1.306
H -2.293 -1.008 -1.066
H -3.617 -0.310 -0.150
H -2.454 0.873 -0.755
```

Summary:
HOMO: -0.2723 Ha
Total charge: 0
SMILES: C=C/C(=C\C)CC
HOMO-LUMO gap: 7.6 eV

Here are the natural (NBO) charges for atoms 1 to 2, given in e:
1 C -0.446
2 C -0.192

=====

arrangement one comes first in stability; the runner-up is 168.6 kJ/mol higher.

=====

Arrangement one

The molecule C7H12. Source: OMol25; level of theory: wB97M-V/def2-TZVPD.

```
19
C7H12 wB97M-V/def2-TZVPD
C 2.056 -1.426 1.114
C 0.996 -0.489 1.572
C 0.588 1.275 -0.558
C -0.356 0.397 -0.209
C -1.895 1.223 -1.938
C -1.689 0.129 -1.049
C -0.340 -0.518 1.072
H 2.972 -0.901 0.809
H 1.716 -2.039 0.271
H 2.344 -2.109 1.930
H 1.271 0.280 2.290
H 1.492 1.408 0.029
H 0.456 1.876 -1.455
H -1.496 1.201 -2.948
H -2.370 2.133 -1.586
H -1.514 -0.832 -1.551
H -2.462 0.006 -0.273
H -0.673 -1.510 0.729
H -1.096 -0.102 1.752
```

Summary:
HOMO (spin up / spin down): -0.2653 / -0.2871 Ha
Total charge: 0
HOMO-LUMO gap (spin up / spin down): 7.8 / 8.8 eV

Here are the natural (NBO) charges for atoms 1 to 2, given in e:
1 C -0.673
2 C -0.089

=====

Arrangement two

The molecule C7H12. Source: OMol25; level of theory: wB97M-V/def2-TZVPD.

```
19
C7H12 wB97M-V/def2-TZVPD
C 0.770 -1.795 0.385
C 1.286 -0.377 0.523
C 0.959 0.782 -0.390
C -0.146 0.640 -1.429
C -1.414 0.219 -0.656
C -1.144 0.632 0.807
C 0.366 0.720 0.998
H 1.043 -2.278 -0.565
H 1.158 -2.395 1.217
H -0.320 -1.786 0.479
H 2.306 -0.290 0.906
H 1.746 1.501 -0.611
H -0.310 1.608 -1.918
H 0.113 -0.077 -2.218
H -2.313 0.708 -1.049
H -1.599 -0.855 -0.759
H -1.684 0.014 1.529
H -1.514 1.656 0.948
H 0.696 1.373 1.802
```

Summary:
HOMO: -0.3537 Ha
Total charge: 0
SMILES: C[C@H]1[C@H]2CCC[C@@H]12
HOMO-LUMO gap: 10.8 eV

Here are the natural (NBO) charges for atoms 1 to 2, given in e:
1 C -0.617
2 C -0.228

=====

Arrangement three

The molecule C7H12. Source: OMol25; level of theory: wB97M-V/def2-TZVPD.

```
19
C7H12 wB97M-V/def2-TZVPD
C 2.394 2.652 -0.991
C 1.998 1.232 -0.618
C 0.702 0.888 -0.613
C 0.183 -0.286 0.027
C -1.098 -0.274 0.474
C -2.132 -1.284 0.883
C -1.655 -2.702 0.484
H 1.569 3.385 -0.768
H 3.303 3.014 -0.496
H 2.671 2.891 -2.037
H 2.794 0.649 -0.202
H -0.050 1.693 -0.600
H 0.892 -1.067 0.322
H -1.441 0.725 0.788
H -2.996 -0.926 0.322
H -2.178 -1.316 1.983
H -0.772 -3.190 0.897
H -1.604 -2.845 -0.606
H -2.579 -3.238 0.750
```

Summary:
HOMO: -0.2906 Ha
Total charge: 0
SMILES: C/C=C/C=C/CC
HOMO-LUMO gap: 8.9 eV

Here are the natural (NBO) charges for atoms 1 to 2, given in e:
1 C -0.654
2 C -0.158

=====

arrangement two comes first in stability; the runner-up is 184.6 kJ/mol higher.

=====

Arrangement one

The molecule C7H12. Source: OMol25; level of theory: wB97M-V/def2-TZVPD.

```
19
C7H12 wB97M-V/def2-TZVPD
C 2.553 0.137 -0.072
C 1.169 0.355 0.510
C 0.129 1.028 -0.414
C -0.874 -0.091 -0.068
C -2.277 0.171 0.386
C -2.034 -0.672 -0.834
C 0.231 -0.898 0.622
H 3.095 1.074 -0.268
H 2.469 -0.398 -1.023
H 3.147 -0.467 0.621
H 1.282 0.923 1.447
H -0.084 2.078 -0.155
H 0.441 0.988 -1.460
H -2.593 1.205 0.272
H -2.703 -0.331 1.248
H -2.309 -0.324 -1.831
H -2.195 -1.736 -0.629
H 0.554 -1.770 0.023
H -0.003 -1.272 1.623
```

Summary:
HOMO: -0.3583 Ha
Total charge: 0
SMILES: CC1CC2(CC2)C1
HOMO-LUMO gap: 10.9 eV

Here are the natural (NBO) charges for atoms 1 to 2, given in e:
1 C -0.603
2 C -0.203

=====

Arrangement two

The molecule C7H12. Source: OMol25; level of theory: wB97M-V/def2-TZVPD.

```
19
C7H12 wB97M-V/def2-TZVPD
C -2.015 -0.576 0.664
C -1.169 -0.111 -0.267
C -1.753 0.625 -1.463
C 0.303 -0.019 -0.061
C 1.133 0.367 -1.269
C 0.866 -0.352 1.111
C 2.277 -0.098 1.524
H -1.724 -0.509 1.705
H -2.990 -0.985 0.437
H -1.484 0.195 -2.428
H -2.840 0.608 -1.381
H -1.497 1.677 -1.345
H 0.660 1.231 -1.735
H 2.130 0.623 -0.919
H 1.191 -0.415 -2.023
H 0.205 -0.890 1.781
H 2.355 -0.099 2.606
H 3.000 -0.792 1.087
H 2.605 0.888 1.183
```

Summary:
HOMO: -0.2928 Ha
Total charge: 0
SMILES: C=C(C)/C(C)=C/C
HOMO-LUMO gap: 8.9 eV

Here are the natural (NBO) charges for atoms 1 to 2, given in e:
1 C -0.406
2 C 0.003

=====

arrangement one comes first in stability; the runner-up is 19.6 kJ/mol higher.

=====

Arrangement one

The molecule C7H12. Source: OMol25; level of theory: wB97M-V/def2-TZVPD.

```
19
C7H12 wB97M-V/def2-TZVPD
C -0.628 2.388 3.357
C -0.444 1.951 1.961
C -0.102 1.510 0.887
C 0.541 0.840 -0.268
C -0.122 -0.470 -0.652
C 0.590 -1.166 -1.810
C -0.049 -2.505 -2.166
H -1.327 1.744 3.901
H -0.969 3.425 3.469
H 0.337 2.310 3.873
H 1.590 0.553 -0.037
H 0.600 1.516 -1.129
H -0.122 -1.117 0.236
H -1.164 -0.265 -0.907
H 1.654 -1.320 -1.568
H 0.577 -0.512 -2.693
H -0.033 -3.190 -1.311
H -1.096 -2.378 -2.467
H 0.478 -2.987 -2.996
```

Summary:
HOMO: -0.3432 Ha
Total charge: 0
SMILES: CC#CCCCC
HOMO-LUMO gap: 10.4 eV

Here are the natural (NBO) charges for atoms 1 to 2, given in e:
1 C -0.680
2 C -0.003

=====

Arrangement two

The molecule C7H12. Source: OMol25; level of theory: wB97M-V/def2-TZVPD.

```
19
C7H12 wB97M-V/def2-TZVPD
C 2.485 0.348 -0.754
C 1.163 -0.467 -0.695
C 0.244 -0.260 0.628
C -0.591 1.104 0.818
C -1.922 0.318 0.837
C -2.033 -0.501 -0.408
C -1.153 -0.989 0.717
H 2.992 0.301 -1.737
H 3.238 0.048 -0.006
H 2.255 1.403 -0.590
H 0.515 -0.132 -1.481
H 1.436 -1.535 -0.863
H 1.110 -0.525 1.184
H -0.439 1.711 -0.078
H -0.463 1.770 1.692
H -2.796 0.536 1.460
H -2.953 -1.062 -0.544
H -1.604 -0.145 -1.343
H -1.385 -1.960 1.161
```

Summary:
HOMO: -0.3482 Ha
Total charge: 0
SMILES: CC[C@H]1C[C@H]2C[C@@H]12
HOMO-LUMO gap: 10.7 eV

Here are the natural (NBO) charges for atoms 1 to 2, given in e:
1 C -0.618
2 C -0.394

=====

Arrangement three

The molecule C7H12. Source: OMol25; level of theory: wB97M-V/def2-TZVPD.

```
19
C7H12 wB97M-V/def2-TZVPD
C -2.922 0.968 -0.803
C -1.621 0.550 -1.354
C -1.084 -0.615 -1.720
C 0.227 -0.562 -1.478
C 0.708 -0.916 -0.108
C 1.337 0.231 0.709
C 1.987 -0.333 1.976
H -3.761 0.341 -1.092
H -3.088 2.020 -1.050
H -2.780 0.906 0.289
H -0.854 1.297 -1.118
H 0.896 -0.041 -2.164
H -0.138 -1.333 0.452
H 1.451 -1.704 -0.237
H 0.582 0.979 0.992
H 2.090 0.759 0.111
H 1.246 -0.822 2.622
H 2.744 -1.083 1.716
H 2.474 0.450 2.566
```

Summary:
HOMO (spin up / spin down): -0.3043 / -0.3043 Ha
Total charge: 0
SMILES: CC=C=CCCC
HOMO-LUMO gap (spin up / spin down): 8.6 / 8.6 eV

Here are the natural (NBO) charges for atoms 1 to 2, given in e:
1 C -0.636
2 C -0.242

=====

Arrangement four

A cluster of 2 separate species, C7H12 in total. Source: OMol25; level of theory: wB97M-V/def2-TZVPD.

```
19
C7H12 wB97M-V/def2-TZVPD
C 0.696 0.911 -1.650
C -0.020 -0.193 -0.832
C -1.051 0.520 0.056
C -1.842 -0.606 0.761
C -0.589 -0.810 1.568
C 0.004 0.511 1.228
C 0.540 -0.711 0.524
H 1.485 0.573 -2.331
H 1.113 1.709 -1.021
H -0.068 1.387 -2.285
H -0.389 -0.944 -1.544
H -1.555 1.409 -0.320
H -2.099 -1.469 0.134
H -2.714 -0.256 1.312
H -0.463 -1.323 2.519
H 0.517 1.278 1.795
H 1.391 -1.350 0.701
H 2.653 -0.227 -0.713
H 2.831 -0.350 -0.013
```

Summary:
HOMO: -0.3481 Ha
Total charge: 0
SMILES: C[C@@H]1[C@H]2C[C@@H]3[C@H]2[C@H]13.[H][H]
HOMO-LUMO gap: 10.7 eV

Here are the natural (NBO) charges for atoms 1 to 2, given in e:
1 C -0.612
2 C -0.201

=====

arrangement one comes first in stability; the runner-up is 90.1 kJ/mol higher.